The following is a quantum chemistry calculation of a 11-piece molecular cluster, C21H33F5N6O27 overall in a non-equilibrium geometry, from the OMol25 dataset.

Each atom is followed by the atoms it is bonded to, with distances in Å.
CARTESIAN COORDINATES (ANGSTROEM)
1 O 2.359 -6.340 5.294  C2 1.252
2 C 1.223 -5.841 5.462  O1 1.252, O3 1.320, O7 1.307
3 O 0.102 -6.535 5.533  C2 1.320, C4 1.423
4 C -0.958 -5.678 5.941  O3 1.423, C5 1.500, H8 1.090, H9 1.090
5 C -0.391 -4.423 5.348  C4 1.500, F6 1.341, O7 1.372, H10 1.090
6 F -0.836 -3.302 5.934  C5 1.341
7 O 0.942 -4.577 5.636  C2 1.307, C5 1.372
8 H -1.911 -5.866 5.447  C4 1.090
9 H -1.184 -5.715 7.007  C4 1.090
10 H -0.508 -4.397 4.265  C5 1.090
11 O -0.796 -1.216 -5.106  C12 1.235
12 C -0.664 -0.678 -6.210  O11 1.235, O13 1.268, O17 1.359
13 O -0.094 0.420 -6.489  C12 1.268, C14 1.377
14 C -0.507 0.771 -7.754  O13 1.377, C15 1.477, H18 1.090, H19 1.090
15 C -0.693 -0.538 -8.412  C14 1.477, F16 1.308, O17 1.340, H20 1.090
16 F 0.451 -0.983 -8.865  C15 1.308
17 O -1.046 -1.291 -7.361  C12 1.359, C15 1.340
18 H -1.473 1.276 -7.752  C14 1.090
19 H 0.262 1.338 -8.278  C14 1.090
20 H -1.368 -0.478 -9.266  C15 1.090
21 O 3.142 3.506 -1.773  C22 1.210
22 C 2.300 4.064 -2.440  O21 1.210, O23 1.361, O27 1.269
23 O 1.268 4.763 -1.892  C22 1.361, C24 1.407
24 C 0.474 5.237 -2.953  O23 1.407, C25 1.514, H28 1.090, H29 1.090
25 C 1.182 4.838 -4.230  C24 1.514, F26 1.303, O27 1.388, H30 1.090
26 F 1.594 5.895 -4.871  C25 1.303
27 O 2.284 4.179 -3.703  C22 1.269, C25 1.388
28 H -0.543 4.844 -2.979  C24 1.090
29 H 0.392 6.321 -2.880  C24 1.090
30 H 0.487 4.278 -4.856  C25 1.090
31 O 2.608 2.342 4.210  C32 1.249
32 C 2.545 3.579 4.367  O31 1.249, O33 1.348, O37 1.359
33 O 3.146 4.252 5.369  C32 1.348, C34 1.451
34 C 3.087 5.690 5.184  O33 1.451, C35 1.504, H38 1.090, H39 1.090
35 C 2.350 5.863 3.885  C34 1.504, F36 1.356, O37 1.458, H40 1.090
36 F 3.013 6.515 2.898  C35 1.356
37 O 2.124 4.489 3.450  C32 1.359, C35 1.458
38 H 2.480 6.009 6.031  C34 1.090
39 H 4.123 6.024 5.120  C34 1.090
40 H 1.376 6.344 3.977  C35 1.090
41 O 7.253 -4.624 0.946  C42 1.217
42 C 7.302 -3.447 0.641  O41 1.217, O43 1.325, O47 1.355
43 O 8.335 -2.785 0.140  C42 1.325, C44 1.421
44 C 8.036 -1.406 -0.026  O43 1.421, C45 1.504, H48 1.090, H49 1.090
45 C 6.538 -1.412 0.107  C44 1.504, F46 1.306, O47 1.398, H50 1.090
46 F 5.998 -1.262 -1.073  C45 1.306
47 O 6.222 -2.631 0.712  C42 1.355, C45 1.398
48 H 8.551 -0.943 0.816  C44 1.090
49 H 8.314 -1.045 -1.016  C44 1.090
50 H 6.116 -0.612 0.716  C45 1.090
51 C -2.989 6.590 1.629  N52 1.467, H55 1.090, H56 1.090, H57 1.090
52 N -2.682 7.762 0.801  C51 1.467, O53 1.169, O54 1.246
53 O -3.479 8.197 0.066  N52 1.169
54 O -1.554 8.270 0.944  N52 1.246
55 H -2.443 5.765 1.173  C51 1.090
56 H -4.064 6.446 1.519  C51 1.090
57 H -2.779 6.941 2.640  C51 1.090
58 C 0.910 -0.872 0.269  N59 1.463, H62 1.090, H63 1.090, H64 1.090
59 N -0.306 -0.279 0.826  C58 1.463, O60 1.236, O61 1.214
60 O -0.788 0.707 0.259  N59 1.236
61 O -0.764 -0.843 1.799  N59 1.214
62 H 0.961 -1.900 0.626  C58 1.090
63 H 1.779 -0.321 0.629  C58 1.090
64 H 1.031 -0.865 -0.814  C58 1.090
65 C -5.414 0.983 -1.683  N66 1.511, H69 1.090, H70 1.090, H71 1.090
66 N -4.663 2.251 -2.019  C65 1.511, O67 1.232, O68 1.232
67 O -5.084 3.213 -1.375  N66 1.232
68 O -3.976 2.327 -3.038  N66 1.232
69 H -5.219 0.172 -2.384  C65 1.090
70 H -6.476 1.229 -1.648  C65 1.090
71 H -5.069 0.799 -0.665  C65 1.090
72 C -4.076 -4.702 -1.118  N73 1.501, H76 1.090, H77 1.090, H78 1.090
73 N -3.120 -5.171 -0.060  C72 1.501, O74 1.223, O75 1.197
74 O -3.596 -5.631 0.969  N73 1.223
75 O -1.966 -5.294 -0.355  N73 1.197
76 H -4.176 -5.630 -1.681  C72 1.090
77 H -3.626 -3.993 -1.814  C72 1.090
78 H -4.999 -4.388 -0.632  C72 1.090
79 C -6.476 0.249 3.621  N80 1.451, H83 1.090, H84 1.090, H85 1.090
80 N -7.598 -0.394 2.962  C79 1.451, O81 1.211, O82 1.263
81 O -8.031 -1.343 3.577  N80 1.211
82 O -8.081 0.173 1.942  N80 1.263
83 H -6.915 0.673 4.524  C79 1.090
84 H -6.260 1.182 3.100  C79 1.090
85 H -5.656 -0.434 3.842  C79 1.090
86 C 3.501 -6.239 -1.382  N87 1.477, H90 1.090, H91 1.090, H92 1.090
87 N 2.850 -7.163 -2.333  C86 1.477, O88 1.175, O89 1.249
88 O 2.012 -7.856 -1.887  N87 1.175
89 O 3.282 -7.156 -3.504  N87 1.249
90 H 3.969 -6.930 -0.681  C86 1.090
91 H 2.752 -5.595 -0.921  C86 1.090
92 H 4.272 -5.746 -1.974  C86 1.090

The calculation puts the LUMO energy at -0.33 eV. As for the orbital gap: 0.38339 Eh. The calculation puts the energy at -3678.6997 Ha. The energy relative to the best compared isomer or geometry (same formula, charge and spin) is 4.7371 eV. Its SMILES is O=C1OC[C@@H](F)O1.O=C1OC[C@@H](F)O1.O=C1OC[C@@H](F)O1.O=C1OC[C@@H](F)O1.O=C1OC[C@@H](F)O1.C[N+](=O)[O-].C[N+](=O)[O-].C[N+](=O)[O-].C[N+](=O)[O-].C[N+](=O)[O-].C[N+](=O)[O-]. As for the spin multiplicity: 1.